51
Properties=species:S:1:pos:R:3:forces:R:3 method="wB97M-V/def2-TZVPD" spin_multiplicity=1 charge=+3 homo_ev="-16.80 / -16.80" total_energy_ev=-66969.61545 gap_ev="4.6 / 4.6"
Pd 0.48589 -0.13445 0.06196 0.607 0.166 -0.786
N -2.18792 0.26570 1.01924 0.119 -0.094 -0.079
N -2.23368 1.58589 1.46844 0.191 0.030 -0.059
C -1.18306 2.41128 1.40690 -0.165 -0.095 0.125
N -1.34466 3.63312 1.89785 0.052 0.020 -0.010
S 0.36851 2.04964 0.74208 -0.357 -0.046 0.194
H -3.02165 0.06510 0.47768 0.000 0.044 0.020
H -2.14735 -0.36716 1.81246 -0.009 0.006 0.012
H -3.06660 1.89626 1.95422 0.019 0.028 0.040
H -2.19633 3.92646 2.35404 -0.007 0.017 -0.010
H -0.56719 4.27425 1.92098 0.007 0.005 0.027
O 2.25785 -1.82593 -4.88311 -0.237 0.483 -0.118
C 2.53968 -2.82657 -4.09361 0.095 -0.214 0.046
C 3.19110 -3.91654 -4.70325 -0.120 0.246 0.010
C 3.49448 -5.02032 -3.97022 -0.031 -0.049 0.210
C 3.17320 -5.09107 -2.57762 -0.144 0.224 0.208
C 2.56234 -4.04174 -1.95920 0.290 -0.633 0.042
C 2.22280 -2.86636 -2.67423 -0.234 0.539 -0.038
C 1.59646 -1.81743 -1.93787 0.396 -0.656 -0.068
O 1.37435 -1.84918 -0.70725 -0.250 -0.122 0.118
N 1.18272 -0.70221 -2.69214 -0.697 0.764 0.358
N 0.55482 0.18341 -2.02357 0.386 -0.518 -0.298
C 0.07999 1.23801 -2.85347 0.061 -0.127 0.062
S 0.70298 1.46835 -4.39655 0.107 0.067 -0.118
C -0.60130 2.63573 -4.89899 -0.045 0.060 0.016
C -1.02871 3.40403 -3.66471 0.013 0.019 -0.098
S -1.12927 2.22732 -2.27695 -0.102 0.033 0.088
H 1.77462 -1.12717 -4.39796 0.194 -0.247 -0.244
H 3.41744 -3.84004 -5.75790 -0.006 -0.001 0.009
H 3.98047 -5.86310 -4.44479 0.008 -0.001 0.007
H 3.41935 -5.98493 -2.02101 -0.002 0.020 -0.016
H 2.31938 -4.08684 -0.90791 -0.002 -0.008 0.006
H -1.40837 2.04566 -5.33401 0.003 -0.023 -0.003
H -0.18592 3.29371 -5.66137 0.019 0.005 0.005
H -2.00730 3.86598 -3.78836 -0.013 -0.016 -0.004
H -0.30456 4.16571 -3.37181 0.002 0.006 0.025
C 0.51024 -2.74076 3.83162 0.021 0.049 -0.030
N 1.71310 -1.98426 3.46666 0.042 -0.015 0.079
C 2.91231 -2.24911 4.28002 -0.039 0.020 -0.045
C 1.72192 -1.09377 2.50747 -0.091 0.093 0.019
C 2.99054 -0.37045 2.18727 0.018 -0.033 -0.019
O 0.62100 -0.83704 1.89057 -0.127 -0.013 0.292
H 0.76887 -3.79598 3.88557 -0.008 -0.005 0.009
H -0.26431 -2.59293 3.08934 0.001 -0.005 -0.005
H 0.15854 -2.40953 4.80799 -0.016 -0.012 0.000
H 2.63683 -2.95144 5.05987 0.018 -0.004 0.002
H 3.27290 -1.33674 4.74988 0.005 -0.002 0.012
H 3.70236 -2.68893 3.67379 0.006 -0.002 0.003
H 3.35628 0.15408 3.07054 0.012 0.003 -0.005
H 2.82392 0.35555 1.39774 0.006 -0.004 -0.007
H 3.76666 -1.07121 1.87752 0.006 0.000 0.012

52
Properties=species:S:1:pos:R:3:forces:R:3 method="wB97M-V/def2-TZVPD" spin_multiplicity=3 charge=+1 homo_ev="-10.20 / -10.08" total_energy_ev=-40843.77829 gap_ev="6.6 / 5.4"
O -3.20630 -1.84719 -2.13089 -0.636 1.940 -0.590
H -3.43238 -1.72561 -3.07228 0.133 0.030 0.401
Au -0.34598 0.34895 -0.09763 0.791 -0.605 -0.273
N -1.02690 1.13347 -1.94090 1.014 -0.073 -2.938
N 0.69951 -0.82564 -1.62751 -0.930 0.922 -3.770
N -1.23649 0.73797 1.85664 0.454 -0.264 2.339
N 0.54048 -1.03890 1.31964 -0.900 -0.437 4.077
O -1.93739 1.97891 -1.96515 -0.493 0.312 0.208
O -2.24278 1.51971 1.93265 -0.109 0.153 -0.323
O 1.54759 -1.86336 1.02845 0.369 -0.335 -0.345
O 1.59654 -1.73378 -1.46467 0.568 -0.509 0.882
C 0.44604 -0.43503 -2.89780 1.179 -1.592 2.299
C -0.50280 0.59309 -3.07713 -1.503 1.238 1.920
C -0.76693 0.07751 2.92184 -1.298 1.633 -1.762
C 0.21433 -0.90414 2.61475 2.066 -1.381 -2.406
C -1.08460 1.00170 -4.37656 0.064 0.203 -0.512
H -1.97001 0.40407 -4.62074 -0.067 0.081 -0.016
H -0.37795 0.87140 -5.19467 0.007 -0.074 0.060
H -1.38237 2.04931 -4.37335 -0.069 -0.058 0.186
C 1.14119 -1.17695 -3.98740 0.083 0.082 -0.618
H 0.93733 -2.25443 -3.91218 0.101 0.247 0.086
H 2.23226 -1.06021 -3.92183 -0.276 -0.048 0.117
H 0.82789 -0.83439 -4.98189 0.076 -0.097 0.326
C -1.29806 0.33389 4.27641 -0.171 -0.186 0.423
C 0.87496 -1.74774 3.67115 0.257 -0.205 0.185
H -2.33617 0.65460 4.22371 -0.003 0.046 -0.048
H -0.73741 1.10657 4.81187 0.001 0.012 -0.167
H -1.23394 -0.57583 4.86873 -0.048 -0.013 0.124
H 1.63287 -2.39627 3.20896 -0.312 0.310 0.204
H 0.14321 -2.40200 4.18547 0.245 0.417 -0.275
H 1.36644 -1.13205 4.44922 -0.313 -0.195 -0.396
H -2.79124 0.92848 0.34480 0.027 -0.237 -0.010
H 1.60583 -1.83271 -0.01547 0.145 -0.497 0.074
C -2.92761 -3.12935 -1.58310 0.997 -1.058 0.491
H -2.32930 -3.64669 -2.34030 -0.081 -0.115 0.492
H -3.85596 -3.64979 -1.35835 0.082 0.104 0.024
H -2.33136 -2.89789 -0.68266 -0.267 -0.548 -0.465
O -2.57948 0.07312 -0.15722 -1.790 -1.294 -0.261
H -3.02678 -1.03207 -1.57536 -0.009 0.350 -0.045
H -2.65954 -0.60669 0.53742 -0.171 0.460 0.046
N 1.72718 5.06075 3.23871 0.907 -2.225 -1.556
C 2.07207 4.15084 2.58505 -0.470 1.801 1.210
C 2.39171 3.00534 1.74968 -0.073 0.248 0.105
C 3.67073 2.44121 1.61028 0.103 0.523 0.520
C 3.85945 1.31954 0.81908 -0.304 -0.052 -0.113
C 2.75249 0.76575 0.18713 0.154 0.736 0.436
N 1.55029 1.31358 0.36187 -0.166 0.580 -0.560
C 1.33444 2.42017 1.06927 0.464 -0.166 0.255
H 4.49880 2.91203 2.14637 -0.210 -0.253 -0.221
H 4.82196 0.84179 0.68502 0.011 0.231 0.088
H 2.82423 -0.09371 -0.46093 -0.049 -0.133 0.005
H 0.30993 2.79867 1.11180 0.420 -0.006 0.086

49
Properties=species:S:1:pos:R:3:forces:R:3 method="wB97M-V/def2-TZVPD" spin_multiplicity=5 charge=+1 homo_ev="-10.59 / -13.78" total_energy_ev=-112288.91480 gap_ev="7.2 / 6.5"
Pt -0.41023 2.56711 -0.12176 0.004 -0.016 -0.117
Br 2.67105 0.49054 0.47869 -0.006 -0.012 -0.001
C 2.79690 2.33176 0.35331 0.049 0.012 0.024
C 4.12680 2.89030 0.48081 -0.021 -0.033 -0.001
C 4.29262 4.30694 0.39319 0.047 -0.015 0.009
C 3.20881 5.07363 0.20529 -0.040 0.039 -0.005
C 1.88017 4.43389 0.09350 0.037 0.016 0.017
N 1.72822 3.04166 0.16610 -0.017 -0.008 -0.027
C 0.68846 5.19431 -0.09616 -0.079 -0.072 -0.061
O 0.65017 6.39852 -0.17624 0.014 0.081 0.022
O -0.47034 4.44997 -0.20132 0.020 -0.004 0.068
H 4.95310 2.21559 0.63647 -0.005 0.005 -0.001
H 5.28129 4.73401 0.47970 -0.007 0.003 0.000
H 3.23871 6.15138 0.12834 0.002 -0.017 0.000
C -2.44259 2.70488 -0.37636 -0.023 -0.026 0.019
H -2.83210 3.22305 0.49578 0.004 0.015 0.006
H -2.82615 1.68760 -0.45790 0.005 0.022 -0.043
H -2.60739 3.28214 -1.28166 0.002 -0.013 0.003
C -1.24815 -3.24971 -2.16495 -0.009 0.004 0.012
C 0.09539 -2.54430 -2.19409 -0.013 0.018 -0.007
C 1.15509 -3.28918 -1.40647 0.001 -0.022 0.010
C 0.54134 -2.24854 -3.61074 -0.003 0.004 -0.009
O -0.02979 -1.18824 -1.56773 0.024 -0.025 -0.004
P -1.01779 -0.76026 -0.45718 -0.127 0.006 -0.028
O -2.44204 -0.58727 -0.75540 0.023 -0.021 0.030
O -0.44372 0.73474 -0.15472 0.082 0.052 0.099
O -0.61762 -1.58432 0.80027 0.027 -0.004 0.029
C -1.41193 -1.71752 2.06141 -0.012 -0.016 -0.030
C -2.60406 -2.60764 1.76810 -0.022 -0.005 0.014
C -0.43928 -2.37293 3.02017 0.030 0.001 0.017
C -1.82750 -0.33871 2.54406 0.034 0.006 -0.025
H -1.15833 -4.19860 -2.69390 0.007 0.004 0.006
H -2.01677 -2.65228 -2.65439 0.008 -0.004 0.007
H -1.56580 -3.46857 -1.14335 0.000 0.008 -0.003
H 1.30990 -4.27288 -1.85146 0.002 0.016 0.003
H 0.84867 -3.42510 -0.36945 0.005 0.006 -0.011
H 2.10306 -2.75014 -1.43453 -0.014 -0.001 0.005
H 0.70880 -3.18603 -4.14184 -0.003 0.012 0.008
H 1.47214 -1.68139 -3.60896 -0.009 -0.002 -0.001
H -0.22063 -1.67948 -4.14278 0.010 -0.005 0.005
H -2.27383 -3.58663 1.41851 0.002 0.012 -0.005
H -3.25622 -2.15740 1.02119 0.006 -0.002 0.001
H -3.17598 -2.75167 2.68523 0.004 -0.008 0.001
H -0.10168 -3.33257 2.62845 -0.004 0.016 0.003
H -0.93126 -2.54592 3.97752 -0.001 0.001 -0.013
H 0.42834 -1.73345 3.18957 -0.015 -0.015 -0.009
H -2.51789 0.13521 1.84539 -0.008 0.002 -0.008
H -0.95361 0.29959 2.68931 -0.013 -0.007 -0.003
H -2.33634 -0.43608 3.50295 0.000 -0.010 -0.005